A 14-piece molecular cluster, C5H40N2O13 overall, computed with ωB97M-V with the def2-TZVPD basis set.

Properties
E: -35428.69791 eV

```
60
Properties=species:S:1:pos:R:3:lowdin_charge:R:1
C 2.504 -1.381 1.563 -0.20
N 1.746 -2.315 0.837 -0.28
C 1.888 -3.782 1.113 -0.07
C 0.367 -2.057 0.609 -0.11
C 3.158 -0.311 0.686 -0.48
C 2.594 1.048 1.129 -0.07
N 4.539 -0.425 0.805 0.01
H 3.241 -2.103 2.353 0.19
H 1.871 -0.972 2.357 0.08
H 2.048 -4.318 0.073 0.11
H 2.678 -4.098 1.771 0.06
H 0.894 -4.152 1.390 0.07
H 0.196 -1.307 -0.156 0.07
H -0.206 -1.878 1.517 0.06
H -0.198 -2.889 0.154 0.10
H 2.961 -0.404 -0.421 0.12
H 1.479 0.968 0.985 0.05
H 2.769 1.427 2.180 0.10
H 2.771 1.777 0.321 0.08
H 4.849 0.264 1.474 0.07
H 5.059 -0.194 -0.131 0.12
H -1.475 1.287 3.006 0.01
H -1.669 2.785 3.412 0.03
O -1.800 2.179 2.734 -0.04
H -3.169 2.906 -1.566 0.03
H -3.048 3.308 -0.278 0.02
O -3.785 3.155 -0.865 -0.04
H 2.038 -1.510 -1.877 0.09
H 1.193 -1.289 -3.306 -0.05
O 1.731 -0.936 -2.658 -0.06
H -1.253 -0.033 -2.705 -0.07
H -2.200 0.790 -3.145 0.07
O -2.159 -0.091 -2.724 -0.03
H 0.720 0.579 -2.096 0.05
H -0.041 1.239 -0.700 0.12
O -0.110 0.937 -1.705 -0.12
H -3.443 -1.220 -0.619 0.05
H -4.037 -0.343 0.542 -0.04
O -3.803 -1.212 0.285 -0.05
H 3.757 -0.665 -3.360 0.01
H 4.587 -1.466 -2.361 0.04
O 4.473 -0.582 -2.727 -0.07
H -2.692 -1.101 3.220 0.02
H -3.172 -1.660 1.915 0.02
O -2.379 -1.636 2.505 -0.07
H 0.363 0.262 3.959 0.06
H -0.168 -0.675 2.943 0.03
O -0.378 0.154 3.389 -0.03
H -0.404 2.603 -1.881 0.07
H -0.463 3.905 -1.030 -0.06
O -0.890 3.534 -1.731 -0.08
H -4.416 1.822 0.302 0.03
H -3.925 1.526 1.738 -0.01
O -4.526 1.254 1.098 -0.03
H -0.710 3.723 0.822 0.06
H -0.567 2.360 1.446 -0.10
O -0.287 2.870 0.810 0.01
H -0.268 -2.753 -3.732 0.04
H -0.926 -1.535 -4.008 0.05
O -0.098 -1.987 -4.238 -0.01
```

C31H27FeNO4S6Sb as an isolated structure, computed with ωB97M-V with the def2-TZVPD basis set.

Properties
Multiplicity: 6
E: -148201.13465 eV

```
71
Properties=species:S:1:pos:R:3:lowdin_charge:R:1
Fe 0.777 0.802 -1.413 0.31
S -4.303 5.195 -4.303 0.58
C -3.199 4.197 -3.631 -1.48
S -3.330 2.459 -3.672 0.91
C -1.869 2.097 -2.777 -1.08
C -1.120 3.189 -2.370 -1.09
S 0.316 3.147 -1.456 0.65
S -1.769 4.759 -2.793 0.91
S -1.536 0.471 -2.467 0.73
C 2.335 5.103 2.453 -0.03
C 2.469 3.784 1.764 -0.26
C 3.314 3.642 0.666 -0.03
C 3.531 2.404 0.087 -0.06
C 2.880 1.289 0.597 -0.33
C 2.008 1.415 1.669 -0.08
C 1.796 2.660 2.236 -0.01
S 3.402 -0.328 0.050 0.64
O 4.814 -0.452 0.236 -0.25
O 2.564 -1.354 0.614 -0.37
N 3.006 -0.283 -1.586 -0.17
C 3.064 -1.554 -2.319 -0.20
C 1.923 -1.666 -3.334 -0.08
C 1.848 -0.300 -4.093 -0.68
O 2.362 -0.176 -5.182 0.06
O 1.277 0.602 -3.404 -0.19
H 3.233 5.700 2.312 0.08
H 2.161 4.964 3.518 0.08
H 1.496 5.666 2.050 0.09
H 3.833 4.506 0.284 0.12
H 4.246 2.297 -0.715 0.12
H 1.559 0.531 2.101 0.09
H 1.130 2.755 3.080 0.12
H 3.518 0.446 -2.071 0.12
H 2.988 -2.339 -1.564 0.11
H 4.024 -1.645 -2.833 0.14
H 0.969 -1.834 -2.826 0.09
H 2.125 -2.478 -4.031 0.12
C -0.147 -2.716 4.891 -0.09
C 0.681 -3.247 3.917 -0.08
C 0.660 -2.735 2.632 -0.13
C -0.198 -1.697 2.312 -0.33
C -1.015 -1.153 3.294 -0.12
C -0.992 -1.665 4.581 -0.08
Sb -0.289 -0.910 0.295 1.55
C -1.032 -2.697 -0.682 -0.34
C -0.203 -3.808 -0.787 -0.14
C -0.639 -4.950 -1.442 -0.08
C -1.901 -4.983 -2.012 -0.08
C -2.707 -3.859 -1.954 -0.07
C -2.279 -2.723 -1.289 -0.15
C -2.162 0.122 0.663 -0.41
C -2.164 1.506 0.572 -0.18
C -3.340 2.226 0.693 -0.07
C -4.533 1.559 0.908 -0.08
C -4.534 0.182 1.040 -0.07
C -3.354 -0.533 0.935 -0.14
H -0.138 -3.117 5.893 0.10
H 1.338 -4.068 4.162 0.11
H 1.319 -3.138 1.879 0.08
H -1.695 -0.345 3.055 0.09
H -1.644 -1.245 5.334 0.10
H 0.793 -3.779 -0.365 0.09
H 0.013 -5.809 -1.520 0.11
H -2.256 -5.870 -2.516 0.10
H -3.675 -3.862 -2.429 0.11
H -2.923 -1.857 -1.251 0.07
H -1.227 2.032 0.395 0.04
H -3.330 3.303 0.621 0.11
H -5.458 2.113 0.990 0.11
H -5.461 -0.338 1.232 0.10
H -3.353 -1.606 1.077 0.11
```

One molecule with the formula C7H13N, computed with ωB97M-V with the def2-TZVPD basis set.

Properties
SMILES: C=C/C=C/CCCN
E: -8958.19874 eV

```
21
Properties=species:S:1:pos:R:3:lowdin_charge:R:1
C -3.262 -0.810 -2.896 -0.01
C -2.771 -0.243 -1.803 -0.18
C -1.473 -0.674 -1.232 -0.13
C -0.715 0.008 -0.386 -0.12
C 0.523 -0.525 0.278 -0.20
C 0.884 0.191 1.613 -0.19
C 2.039 1.202 1.485 -0.31
N 3.339 0.782 1.948 -0.01
H -2.689 -1.446 -3.563 0.06
H -4.200 -0.567 -3.365 0.05
H -3.384 0.359 -1.148 0.10
H -1.237 -1.715 -1.416 0.11
H -0.907 1.060 -0.167 0.11
H 1.377 -0.363 -0.388 0.11
H 0.406 -1.589 0.471 0.11
H -0.006 0.766 1.883 0.09
H 1.037 -0.549 2.381 0.10
H 2.107 1.448 0.423 0.10
H 1.753 2.174 1.903 0.10
H 3.311 0.174 2.754 0.06
H 3.868 0.315 1.225 0.06
```

Results for relative energy (zero: lowest compared OMol25 entry of this formula, charge and spin): 138.7 32.4 40.0 (in kcal/mol, following the order of the records).